{
  "formula": "C26H48FNO14P",
  "method": "ωB97M-V/def2-TZVPD",
  "elements": ["C", "C", "P", "C", "C", "F", "C", "O", "O", "C", "C", "C", "N", "C", "C", "H", "H", "H", "H", "H", "H", "H", "H", "H", "H", "H", "H", "H", "H", "H", "H", "C", "C", "O", "C", "O", "O", "C", "H", "H", "H", "H", "H", "H", "H", "H", "C", "C", "O", "C", "O", "O", "C", "H", "H", "H", "H", "H", "H", "H", "H", "C", "C", "O", "C", "O", "O", "C", "H", "H", "H", "H", "H", "H", "H", "H", "C", "C", "O", "C", "O", "O", "C", "H", "H", "H", "H", "H", "H", "H", "H"],
  "positions_angstrom": [[3.5415, -3.0423, 2.5723], [2.3529, -3.0913, 1.9470], [2.2285, -3.3264, 0.0277], [3.1322, -1.6219, -0.2340], [2.6624, -0.7784, -1.4082], [3.6597, -0.6845, -2.4116], [2.2927, -3.6629, -1.8892], [2.3445, -5.0540, -2.2086], [1.0142, -5.5710, -2.2640], [0.4755, -2.4706, -0.0170], [0.2018, -1.3092, 0.7086], [-1.0628, -0.7523, 0.6610], [-2.0844, -1.2145, -0.0614], [-1.8163, -2.3325, -0.7446], [-0.5976, -2.9853, -0.7407], [4.3309, -3.7360, 2.2814], [3.7495, -2.3231, 3.3656], [1.4650, -2.9531, 2.5727], [1.5440, -4.6117, 0.1863], [3.5230, -4.0195, 0.0967], [3.1183, -1.0023, 0.6623], [4.1856, -1.8695, -0.3952], [1.7411, -1.1180, -1.8856], [2.4871, 0.2540, -1.0838], [1.5392, -3.1520, -2.5049], [3.2684, -3.2907, -2.2267], [0.7356, -5.3501, -3.1658], [0.9583, -0.8265, 1.3154], [-1.2479, 0.1424, 1.2558], [-2.6263, -2.7387, -1.3472], [-0.4567, -3.8896, -1.3231], [-1.1127, 1.7220, -2.0963], [-2.4566, 1.0461, -2.2547], [-3.4817, 1.9854, -2.6587], [-3.4654, 2.3455, -3.9313], [-2.7124, 1.9566, -4.7867], [-4.4531, 3.2338, -4.1272], [-4.5018, 3.7656, -5.4495], [-1.1896, 2.5630, -1.4048], [-0.3845, 1.0088, -1.7079], [-0.7481, 2.1069, -3.0489], [-2.7838, 0.6466, -1.3008], [-2.4088, 0.2210, -2.9644], [-4.5415, 2.9695, -6.1902], [-3.6360, 4.3999, -5.6363], [-5.4086, 4.3622, -5.5035], [3.3436, -0.8726, -5.5134], [2.8818, 0.5142, -5.1294], [3.4675, 1.5263, -5.9804], [2.9418, 1.6414, -7.1891], [2.0190, 1.0155, -7.6432], [3.6162, 2.5979, -7.8470], [3.2004, 2.7766, -9.1990], [4.4332, -0.9226, -5.5183], [2.9634, -1.6081, -4.8061], [2.9941, -1.1365, -6.5120], [3.2145, 0.7508, -4.1243], [1.7950, 0.5986, -5.1502], [2.1272, 2.9455, -9.2591], [3.4711, 1.9077, -9.7980], [3.7305, 3.6512, -9.5665], [-4.2649, -0.5003, 3.3503], [-4.3900, -1.8551, 4.0090], [-3.3677, -2.0748, 4.9957], [-3.5299, -1.4478, 6.1520], [-4.4553, -0.7343, 6.4561], [-2.4814, -1.7306, 6.9253], [-2.4598, -1.0404, 8.1742], [-3.2672, -0.3649, 2.9315], [-4.9938, -0.3983, 2.5467], [-4.4362, 0.3010, 4.0692], [-4.2486, -2.6462, 3.2758], [-5.3736, -1.9907, 4.4598], [-3.3901, -1.1892, 8.7190], [-2.2854, 0.0231, 8.0138], [-1.6321, -1.4614, 8.7372], [2.4530, 4.0048, 5.8663], [2.0906, 2.8177, 5.0003], [0.9326, 2.1264, 5.4931], [-0.2352, 2.7135, 5.2430], [-0.4023, 3.7410, 4.6380], [-1.1971, 1.9578, 5.7726], [-2.5166, 2.4906, 5.6403], [2.5766, 3.6938, 6.9047], [3.3840, 4.4526, 5.5185], [1.6722, 4.7635, 5.8347], [2.8879, 2.0775, 5.0169], [1.9301, 3.1112, 3.9633], [-2.7447, 2.7245, 4.6025], [-2.6322, 3.3806, 6.2579], [-3.1979, 1.7176, 5.9886]],
  "forces_ev_per_a": [[-0.370, -0.217, -0.086], [0.223, -0.368, 0.179], [0.092, -1.482, 0.399], [-0.106, 0.197, -0.272], [0.094, 0.549, 0.453], [-0.118, -0.163, -0.014], [0.213, 0.498, 0.144], [-0.011, -0.001, -0.185], [-0.212, -0.040, 0.118], [0.265, 0.326, 0.210], [-0.161, -0.199, -0.268], [-0.070, 0.452, 0.307], [0.266, -0.312, 0.151], [-0.269, -0.095, -0.186], [0.305, 0.027, 0.023], [0.509, 0.954, -0.754], [-0.257, -0.873, 0.805], [-0.032, 1.229, -0.349], [-0.160, 0.101, -0.135], [0.018, 0.067, -0.054], [-0.064, -0.102, 0.028], [-0.059, -0.085, -0.036], [0.129, -0.185, -0.079], [-0.035, -0.016, -0.113], [-0.098, -0.249, -0.072], [0.008, -0.119, -0.008], [0.187, 0.034, -0.029], [0.020, -0.053, -0.005], [-0.151, 0.015, -0.105], [-0.062, 0.094, 0.055], [-0.067, -0.038, 0.072], [0.002, 0.201, -0.192], [0.263, -0.094, 0.187], [-0.032, -0.009, -0.022], [0.006, -0.022, 0.061], [0.001, 0.010, -0.036], [-0.007, 0.028, -0.012], [-0.100, 0.060, -0.065], [0.010, -0.076, 0.091], [-0.035, -0.019, 0.043], [0.012, -0.075, -0.023], [-0.198, 0.038, -0.047], [-0.054, 0.088, -0.107], [0.071, -0.011, 0.004], [0.040, -0.063, -0.040], [-0.007, -0.006, 0.082], [0.051, -0.009, -0.333], [-0.140, -0.266, 0.264], [-0.018, 0.065, 0.015], [0.018, -0.012, 0.068], [-0.008, -0.004, -0.040], [0.017, 0.008, -0.029], [0.014, 0.104, -0.079], [0.000, -0.008, 0.142], [0.028, 0.053, 0.075], [-0.071, 0.010, 0.024], [0.122, 0.138, -0.069], [0.006, 0.043, -0.188], [-0.014, -0.069, 0.007], [-0.077, -0.031, 0.007], [0.048, -0.003, 0.067], [0.182, 0.245, 0.151], [-0.270, 0.007, -0.316], [-0.002, -0.095, 0.028], [0.081, 0.080, -0.167], [0.017, 0.011, 0.080], [-0.028, -0.015, 0.061], [0.059, 0.008, 0.118], [-0.029, -0.110, -0.103], [0.019, -0.073, -0.032], [-0.083, -0.044, 0.026], [0.152, -0.036, 0.068], [0.053, 0.063, 0.139], [-0.034, 0.041, -0.044], [-0.058, 0.010, -0.003], [0.029, -0.036, -0.071], [-0.192, 0.048, 0.128], [0.297, 0.090, -0.133], [-0.007, -0.009, 0.045], [0.029, -0.080, -0.064], [-0.012, 0.042, 0.025], [-0.042, -0.027, 0.080], [-0.276, -0.084, -0.012], [0.090, -0.032, -0.022], [0.017, -0.031, -0.004], [0.012, 0.007, -0.074], [-0.095, -0.101, 0.046], [-0.120, 0.038, 0.029], [0.092, 0.071, -0.008], [0.054, 0.057, -0.070], [0.093, -0.060, 0.046]],
  "energy_ev": -69896.872,
  "charge": -1,
  "spin_multiplicity": 1,
  "fmax_ev_per_a": 1.54,
  "lumo_ev": 2.28
}